Density functional theory data (the ωB97M-V functional and the def2-TZVPD basis) for C40H35BrClLuN3OPS2 as an isolated structure.

**Relative energy (zero: lowest compared OMol25 entry of this formula, charge and spin)**: 0.00 kcal per mole
**Orbital gap**: 6.5 eV
**LUMO energy**: -0.477 eV
**Largest force on an atom**: 2.0 eV Å⁻¹
**DFT total energy**: -7192.440935 a.u.
**HOMO energy**: -0.2553 hartree

Geometry as ORCA input:
```
! wB97M-V def2-TZVPD RIJCOSX def2/J DEFGRID3
* xyz 0 1
Lu 0.314 -1.719 0.532
Br 2.469 -0.889 -6.762
C 2.163 -1.327 -4.970
C 3.265 -1.555 -4.110
C 3.075 -1.940 -2.793
C 1.767 -2.088 -2.288
O 1.609 -2.369 -1.002
C 0.704 -1.840 -3.151
C -0.674 -1.853 -2.716
N -1.093 -1.826 -1.516
C -2.477 -1.841 -1.247
C -3.354 -1.191 -2.044
C -4.703 -1.140 -1.698
C -5.179 -1.852 -0.615
C -4.293 -2.619 0.181
C -4.674 -3.387 1.295
C -3.715 -3.961 2.064
C -2.329 -3.784 1.726
N -1.955 -3.167 0.639
C -2.907 -2.561 -0.112
C 0.891 -1.530 -4.490
H 4.269 -1.389 -4.482
H 3.934 -2.090 -2.113
H -1.369 -1.815 -3.549
H -2.980 -0.710 -2.882
H -5.413 -0.489 -2.179
H -6.238 -1.819 -0.353
H -5.742 -3.464 1.518
H -3.980 -4.480 2.981
H -1.575 -4.193 2.417
H 0.018 -1.361 -5.114
C 0.626 4.513 -0.915
C -0.134 3.690 -1.923
C -0.554 4.307 -3.104
C -1.229 3.631 -4.139
C -1.531 2.307 -3.923
C -1.064 1.671 -2.760
C -0.341 2.321 -1.745
P 0.177 1.300 -0.314
C -0.117 2.405 1.151
C 0.926 2.860 1.950
C 0.705 3.653 3.062
C -0.598 3.975 3.428
C -1.673 3.488 2.691
C -1.443 2.713 1.547
C -2.618 2.152 0.814
C 2.011 1.294 -0.413
C 2.773 1.886 -1.420
C 4.149 1.705 -1.493
C 4.771 0.834 -0.593
C 4.060 0.236 0.397
C 2.655 0.405 0.507
C 1.945 -0.321 1.553
H 0.919 5.461 -1.335
H 1.542 4.025 -0.536
H -0.028 4.659 -0.082
H -0.352 5.382 -3.253
H -1.462 4.169 -5.046
H -2.100 1.777 -4.651
H -1.205 0.620 -2.655
H 1.923 2.562 1.678
H 1.528 3.971 3.697
H -0.817 4.579 4.311
H -2.693 3.698 2.987
H -3.553 2.424 1.339
H -2.622 1.054 0.824
H -2.635 2.514 -0.209
H 2.279 2.470 -2.167
H 4.705 2.180 -2.288
H 5.821 0.695 -0.669
H 4.516 -0.436 1.122
H 1.311 0.326 2.197
H 2.672 -0.786 2.228
S 1.447 -4.021 1.697
C 1.651 -3.642 3.335
N 1.254 -2.547 3.983
C 1.219 -2.645 5.426
C 2.339 -3.610 5.774
S 2.453 -4.786 4.434
H 0.683 -1.846 3.457
H 0.232 -3.030 5.674
H 1.364 -1.692 5.971
H 2.106 -4.175 6.697
H 3.297 -3.123 5.903
Cl -1.120 -1.001 2.631
*
```

---

Density functional theory data (the ωB97M-V functional and the def2-TZVPD basis) for C40H35N2O3RhS5Te as an isolated structure.

**Relative energy (zero: lowest compared OMol25 entry of this formula, charge and spin)**: 1.18 kcal per mole
**Orbital gap**: 6.3 eV
**LUMO energy**: -0.407 eV
**Largest force on an atom**: 0.3 eV Å⁻¹
**DFT total energy**: -4250.077706 a.u.
**HOMO energy**: -0.2476 hartree

Geometry as ORCA input:
```
! wB97M-V def2-TZVPD RIJCOSX def2/J DEFGRID3
* xyz 0 1
Rh -0.276 -0.428 -0.824
C 2.203 4.431 3.595
C 1.849 3.191 2.816
C 2.740 2.114 2.714
C 2.444 0.997 1.972
C 3.427 -0.138 1.905
O 3.767 -0.701 2.927
C 3.983 -0.528 0.580
C 3.943 0.346 -0.501
C 4.503 -0.024 -1.714
C 5.081 -1.277 -1.855
C 5.115 -2.157 -0.778
C 4.578 -1.779 0.440
C 1.202 0.867 1.305
O 1.000 -0.252 0.674
C 0.259 1.914 1.460
C 0.626 3.056 2.202
C -1.123 1.781 1.022
N -1.521 0.911 0.152
C -2.942 0.605 -0.015
C -3.313 -0.612 0.830
Te -1.769 -2.112 0.861
C -1.019 -1.611 2.771
C -1.878 -1.229 3.796
C -1.363 -0.919 5.048
C 0.003 -1.008 5.281
C 0.852 -1.433 4.270
C 0.342 -1.747 3.017
C -2.124 2.676 1.684
C -2.680 3.741 0.985
C -3.601 4.572 1.607
C -3.973 4.334 2.923
C -3.414 3.273 3.622
C -2.482 2.449 3.008
H 3.224 4.376 3.971
H 1.540 4.565 4.452
H 2.125 5.325 2.975
H 3.698 2.161 3.221
H 3.471 1.314 -0.395
H 4.478 0.660 -2.554
H 5.503 -1.571 -2.808
H 5.563 -3.135 -0.893
H 4.603 -2.443 1.294
H -0.092 3.862 2.299
H -3.117 0.391 -1.065
H -3.577 1.444 0.269
H -4.229 -1.078 0.470
H -3.461 -0.326 1.869
H -2.948 -1.179 3.642
H -2.034 -0.616 5.842
H 0.404 -0.755 6.254
H 1.920 -1.500 4.434
H 1.014 -2.058 2.231
H -2.384 3.920 -0.042
H -4.027 5.405 1.064
H -4.694 4.981 3.407
H -3.696 3.092 4.651
H -2.019 1.635 3.554
O 0.380 -4.962 -2.335
C -0.281 -4.635 -3.548
C -1.742 -4.387 -3.214
C -1.902 -3.087 -2.429
C -1.893 -1.800 -3.213
C -2.351 -1.770 -4.527
C -2.505 -0.574 -5.200
C -2.240 0.600 -4.521
C -1.765 0.509 -3.230
N -1.542 -0.651 -2.590
H 1.211 -4.477 -2.292
H -0.177 -5.455 -4.265
H 0.154 -3.733 -3.993
H -2.083 -5.215 -2.588
H -2.354 -4.416 -4.116
H -1.098 -3.057 -1.700
H -2.851 -3.102 -1.878
H -2.596 -2.697 -5.021
H -2.846 -0.563 -6.227
H -2.368 1.571 -4.976
H -1.514 1.403 -2.681
S 3.634 0.035 -6.835
C 2.848 -0.062 -5.399
S 2.193 1.309 -4.565
C 1.574 0.454 -3.176
C 1.748 -0.875 -3.164
S 1.238 -1.907 -1.855
S 2.575 -1.546 -4.547
S 0.850 1.317 -1.838
*
```

---

Density functional theory data (the ωB97M-V functional and the def2-TZVPD basis) for C40H36AsBr2N3OS5Tl as an isolated structure.

**Relative energy (zero: lowest compared OMol25 entry of this formula, charge and spin)**: 24.19 kcal per mole
**Orbital gap**: 5.5 eV
**LUMO energy**: 1.852 eV
**Largest force on an atom**: 0.5 eV Å⁻¹
**DFT total energy**: -11332.655314 a.u.
**HOMO energy**: -0.1327 hartree

Geometry as ORCA input:
```
! wB97M-V def2-TZVPD RIJCOSX def2/J DEFGRID3
* xyz -1 1
Tl -0.189 -0.441 -0.414
C -2.111 3.500 2.014
C -0.820 4.206 2.422
S 0.616 3.812 1.388
C 1.849 3.450 2.663
C 1.509 2.317 3.630
S 1.082 0.778 2.795
C -0.426 0.278 3.646
C -1.637 1.206 3.556
S -2.138 1.693 1.879
H -2.407 3.833 1.017
H -2.900 3.822 2.700
H -0.568 3.958 3.451
H -0.989 5.285 2.390
H 2.066 4.359 3.230
H 2.752 3.197 2.102
H 0.680 2.601 4.277
H 2.375 2.153 4.276
H -0.201 0.078 4.697
H -0.678 -0.682 3.196
H -1.462 2.121 4.126
H -2.476 0.680 4.012
Br -1.222 -0.486 -7.902
C -0.983 -0.384 -6.030
C -1.537 -1.341 -5.206
C -1.316 -1.229 -3.837
N -0.605 -0.237 -3.308
C -0.073 0.673 -4.119
C -0.232 0.651 -5.496
C 0.742 1.740 -3.447
C 0.791 3.036 -3.946
C 1.545 3.962 -3.246
Br 1.633 5.746 -3.858
C 2.215 3.595 -2.096
C 2.100 2.273 -1.688
N 1.390 1.365 -2.347
H -2.119 -2.161 -5.601
H -1.685 -1.959 -3.123
H 0.237 1.386 -6.135
H 0.233 3.326 -4.824
H 2.792 4.306 -1.523
H 2.595 1.926 -0.786
O -0.595 -4.450 0.663
S -1.436 -3.632 -0.252
N -0.789 -2.689 -1.179
S -2.507 -1.609 1.776
C -4.157 -1.957 1.321
C -5.048 -0.940 0.940
C -6.362 -1.216 0.597
C -6.840 -2.522 0.611
C -5.970 -3.543 0.972
C -4.655 -3.269 1.318
H -4.680 0.080 0.925
H -7.020 -0.402 0.312
H -7.867 -2.738 0.344
H -6.319 -4.570 0.983
H -3.984 -4.072 1.595
C 4.609 -6.725 0.283
C 5.237 -5.499 0.128
C 4.519 -4.320 0.292
C 3.167 -4.361 0.612
C 2.533 -5.596 0.752
C 3.257 -6.769 0.595
As 2.056 -2.757 0.844
C 3.512 -1.457 1.080
C 4.126 -0.710 0.084
C 5.049 0.275 0.421
C 5.341 0.523 1.757
C 4.713 -0.204 2.760
C 3.795 -1.194 2.426
C 2.987 -1.976 3.385
C 3.072 -1.911 4.771
C 2.188 -2.648 5.547
C 1.213 -3.440 4.949
C 1.123 -3.515 3.564
C 2.023 -2.793 2.794
H 5.170 -7.643 0.154
H 6.292 -5.454 -0.116
H 5.025 -3.369 0.180
H 1.472 -5.630 0.965
H 2.757 -7.723 0.710
H 3.880 -0.884 -0.958
H 5.533 0.854 -0.357
H 6.055 1.294 2.019
H 4.930 0.015 3.799
H 3.813 -1.281 5.250
H 2.250 -2.595 6.627
H 0.513 -3.993 5.563
H 0.348 -4.099 3.081
*
```

---

> Look up the largest force on an atom of the third one.

0.5 eV Å⁻¹